Density functional theory data (the ωB97M-V functional and the def2-TZVPD basis) for an isolated molecule of C20H20FN7O2 at a distorted geometry.

Element x y z (Å)
C: -0.36396 -0.87089 5.17183
C: -1.03206 -0.41728 3.93011
C: -2.34476 -0.79398 3.69192
C: -2.97477 -0.29114 2.46935
O: -4.07903 -0.63003 2.07755
N: -2.29953 0.57040 1.69594
C: -1.04980 0.98709 2.06853
N: -0.46101 1.97354 1.31985
C: 0.94994 2.28803 1.36581
C: 1.33743 2.50506 -0.09052
C: 1.53146 1.18453 -0.84426
N: 0.77047 1.34028 -2.06606
C: 0.62115 0.31208 -2.99527
O: -0.05094 0.46405 -4.02820
C: 1.33667 -0.96292 -2.86132
C: 2.54425 -1.11884 -3.58463
F: 3.05735 -0.08773 -4.26956
C: 3.34610 -2.26158 -3.40887
C: 2.94077 -3.24816 -2.51189
C: 1.68901 -3.16423 -1.85620
C: 0.84771 -2.04987 -2.04138
N: -0.36754 -2.01077 -1.31083
N: -0.75205 -3.07647 -0.53183
C: -1.94282 -2.80729 -0.09568
C: -2.35022 -1.58644 -0.71832
N: -1.35692 -1.05070 -1.40068
C: -0.01264 2.56430 -2.15790
C: 0.06656 3.09461 -0.72631
C: -1.10665 2.56911 0.14635
N: -0.38607 0.50600 3.08963
H: 0.63050 -1.29541 4.94993
H: -0.92091 -1.69079 5.66264
H: -0.27278 -0.00807 5.82027
H: -2.89953 -1.35614 4.39240
H: -2.77881 0.91281 0.87997
H: 1.07640 3.25249 1.89799
H: 1.58588 1.52295 1.83121
H: 2.20673 3.13998 -0.16823
H: 1.18234 0.29446 -0.29330
H: 2.60196 1.07382 -1.02096
H: 4.33434 -2.28043 -3.89883
H: 3.61711 -4.06056 -2.26352
H: 1.34148 -4.00520 -1.21995
H: -2.57549 -3.43799 0.53529
H: -3.26932 -1.08316 -0.45403
H: -1.02544 2.34727 -2.50881
H: 0.42395 3.28954 -2.87393
H: 0.03748 4.20914 -0.75937
H: -1.76996 3.39774 0.41200
H: -1.63407 1.84682 -0.44796

Computed properties:
Strongest force on any atom ... 3.2 eV Å⁻¹
SMILES string ... Cc1cc(=O)[nH]c(N2C[C@H]3CN(C(=O)c4c(F)cccc4-n4nccn4)C[C@H]3C2)n1
Frontier orbital gap ... 8.6 eV
Charge ... 0

Results of the Löwdin charge analysis, in e, for atoms 1 through 8: -0.048, -0.304, 0.050, -0.507, 0.023, 0.202, -0.307, -0.028